Entry from the OMol25 dataset: 16 unconnected molecules or ions with the total composition C43H93F16N19O35S16 in a non-equilibrium geometry (ωB97M-V with the def2-TZVPD basis set).

```
222
Properties=species:S:1:pos:R:3:forces:R:3
C 1.412430 -11.122856 -1.564283 -0.205 -0.815 0.608
C -0.019106 -11.204144 -1.077741 -1.039 0.770 -0.355
N -0.734167 -9.888811 -1.050055 1.364 1.404 -0.576
C -2.074694 -9.715190 -0.872875 -0.485 2.714 0.431
C -2.322094 -8.309001 -0.870923 1.626 -1.849 -0.695
N -1.063406 -7.684452 -1.112397 -2.396 -4.184 0.548
C -0.169220 -8.673134 -1.219240 0.141 0.571 0.110
C -0.797959 -6.294112 -1.211523 0.602 1.180 0.268
H 1.842858 -12.092473 -1.310809 0.176 0.028 0.145
H 1.931258 -10.376166 -0.964071 0.323 0.061 -0.462
H 1.543145 -11.068610 -2.644170 -0.174 0.679 0.110
H -0.087173 -11.582491 -0.058190 0.132 -0.140 -0.086
H -0.652510 -11.800166 -1.734459 0.223 -0.327 0.114
H -2.670317 -10.594173 -0.681218 -0.384 0.394 -0.086
H -3.223731 -7.717839 -0.821718 -0.191 -0.071 0.277
H 0.854649 -8.395908 -1.419420 0.092 -0.594 0.027
H -1.594166 -5.733314 -0.724597 -0.036 -0.134 -0.227
H -0.668987 -6.009453 -2.255206 -0.122 0.150 0.132
H 0.130346 -6.123152 -0.666355 0.003 0.290 -0.206
C 5.324904 -4.987396 1.979155 -0.522 -1.311 -0.088
C 6.576183 -4.291967 2.482331 -0.115 0.345 0.297
N 6.705637 -2.993037 1.789057 0.098 2.172 0.889
C 7.084506 -2.820405 0.504182 1.378 1.837 -1.780
C 7.395783 -1.476643 0.281006 -1.939 -0.794 1.554
N 7.005524 -0.803890 1.473996 0.670 -3.145 -1.116
C 6.627266 -1.730867 2.338188 0.095 -1.109 0.227
C 7.071935 0.588972 1.721044 -0.483 1.889 0.217
H 5.059194 -5.915876 2.487243 0.652 -0.087 0.487
H 5.451795 -5.335987 0.953741 0.077 0.393 -0.181
H 4.370277 -4.463742 2.020943 0.510 0.775 -0.086
H 7.507312 -4.842447 2.344037 -0.179 -0.200 -0.838
H 6.695703 -4.119038 3.552277 -0.961 0.361 0.091
H 7.130556 -3.578313 -0.262770 -0.011 -0.269 0.392
H 7.583357 -0.909601 -0.617273 0.182 -0.230 0.071
H 6.333218 -1.498078 3.350664 -0.044 -0.216 -0.002
H 7.132193 1.078873 0.750159 0.166 0.182 0.214
H 7.875789 0.898170 2.388681 0.311 -0.300 -0.296
H 6.165819 0.940355 2.216941 -0.221 -0.072 -0.115
C 2.926544 1.041069 1.108529 -0.432 0.463 0.940
C 1.935050 0.989799 -0.027970 -0.371 0.095 -0.285
N 0.701130 0.186537 0.277217 -0.410 -0.794 -1.558
C -0.253924 0.513327 1.242479 -0.908 -2.131 -1.434
C -1.259071 -0.478840 1.106759 1.166 1.648 0.641
N -0.869935 -1.351788 0.150671 2.494 0.986 -1.943
C 0.258285 -0.886769 -0.462820 -0.123 0.915 2.929
C -1.519658 -2.553103 -0.293151 -2.115 -0.371 0.495
H 3.953091 1.063122 0.745051 -0.100 0.311 -0.020
H 2.889474 0.229601 1.835498 -0.265 -0.183 -0.301
H 2.674579 1.936544 1.676253 0.636 0.006 0.237
H 2.498659 0.686538 -0.910094 -0.890 -0.814 -0.257
H 1.576267 1.986400 -0.284371 -0.019 0.012 0.206
H -0.207973 1.439059 1.795600 -0.007 -0.194 0.097
H -2.263540 -0.575199 1.490926 0.267 -0.029 0.433
H 0.754199 -1.335914 -1.308759 0.094 -0.073 0.302
H -1.292441 -3.446758 0.287258 0.987 0.113 -0.298
H -1.487039 -2.660939 -1.375881 0.113 -0.046 0.181
H -2.548315 -2.442912 0.053033 -0.271 0.064 -0.741
C -6.762756 1.383761 5.774046 0.514 0.495 0.174
C -5.483380 1.925422 5.223048 -0.503 2.053 0.145
O -5.258594 3.112484 5.176625 0.649 -2.377 -0.475
N -4.529454 0.848994 4.718093 1.507 2.633 0.943
H -4.452380 0.203936 5.494284 0.396 -0.569 -0.169
H -4.986401 0.457182 3.892162 -0.965 -1.127 -0.549
C -3.225184 1.424207 4.118242 -0.866 -0.588 0.190
H -6.574050 0.477124 6.348071 -0.468 -0.154 -0.191
H -7.473333 1.282592 4.952945 -0.022 -0.539 0.003
H -7.129636 2.191445 6.406535 -0.126 -0.252 0.151
H -2.777206 2.196205 4.740937 -0.410 0.051 -0.095
H -3.622987 1.769770 3.165470 0.635 0.480 0.042
H -2.507897 0.621303 3.954725 -0.318 -0.006 0.134
C 2.011564 -2.155620 2.837561 -0.944 -0.188 -0.513
C 2.538207 -3.144542 3.780557 2.860 -0.061 0.633
O 3.694022 -3.055283 4.128082 -1.466 -1.041 0.409
N 1.681049 -4.303389 4.302013 1.319 1.369 0.662
H 0.759492 -4.108461 3.903121 -1.389 0.346 0.695
H 1.874939 -5.191652 3.854203 0.841 -0.209 -0.125
C 1.713046 -4.521686 5.840100 -0.475 -0.990 -1.385
H 1.070927 -2.451004 2.373254 -0.009 0.230 -0.046
H 2.802013 -2.059079 2.093715 -0.233 0.089 -0.151
H 1.916863 -1.200183 3.355016 -0.181 0.030 0.084
H 2.625813 -5.082277 6.033945 -0.076 0.226 0.138
H 0.842089 -5.167576 5.949634 0.085 0.002 0.507
H 1.611152 -3.648096 6.480745 0.070 0.271 -0.716
C 0.841762 -0.455653 -3.948349 -0.367 1.493 -0.311
C 0.258286 -0.513266 -5.338921 -0.963 -0.189 -0.167
O 0.347182 -1.404712 -6.115531 0.223 0.622 0.173
N -0.696389 0.667260 -5.744021 2.324 -0.470 -0.491
H -1.606577 0.449375 -5.339355 -1.104 -0.640 -0.361
H -0.476740 1.512081 -5.218432 0.645 0.241 0.126
C -0.641621 1.002005 -7.233435 -0.873 -0.056 1.553
H 1.901803 -0.701544 -3.984700 -0.270 -0.596 0.155
H 0.204017 -1.012411 -3.262630 0.280 -0.615 -0.323
H 0.783903 0.555889 -3.542694 0.057 0.245 -0.199
H -1.193432 0.189409 -7.701770 0.415 0.290 -0.524
H 0.391240 1.183480 -7.525428 -0.074 -0.542 -0.018
H -1.153196 1.961269 -7.306599 -0.244 -0.198 -0.249
C -6.285670 5.345758 2.591401 -0.482 -0.615 -0.078
C -5.626037 4.834181 1.306923 1.786 1.530 -0.248
C -4.761163 3.568417 1.341742 -1.616 -0.090 0.085
N -4.432279 2.985685 -0.018842 -1.420 -0.145 -1.409
C -3.641328 1.706564 0.172445 0.104 1.263 0.012
C -3.778861 3.981658 -1.006257 0.243 0.141 0.589
C -4.441617 3.814193 -2.350682 2.238 0.079 -1.296
C -5.793168 3.410124 -2.077333 -2.023 -1.617 1.673
C -5.730364 2.581654 -0.793410 -0.750 -0.286 0.204
H -5.547580 5.640949 3.336762 0.038 -0.431 0.087
H -7.016452 4.639766 2.987430 0.122 -0.060 0.292
H -6.837189 6.260847 2.374499 -0.005 -0.027 -0.242
H -4.860162 5.605991 1.203718 -0.146 0.381 -0.830
H -6.281041 4.877513 0.437034 -0.152 -0.162 0.144
H -5.431922 2.837370 1.794531 0.657 -0.528 0.273
H -3.849433 3.780845 1.898967 0.022 -0.331 -0.039
H -4.183600 1.148872 0.933796 0.225 -0.154 -0.192
H -2.650747 2.025428 0.497893 0.036 -0.231 0.204
H -3.580007 1.161045 -0.767901 -0.105 0.124 0.210
H -2.712793 3.759609 -1.001407 -0.045 0.459 0.110
H -4.023149 4.993695 -0.685952 0.458 -0.165 0.557
H -3.895793 3.078158 -2.941741 -0.213 -0.098 0.019
H -4.501329 4.713899 -2.963694 0.706 0.260 0.258
H -6.164134 2.705119 -2.820798 -0.550 0.651 -0.285
H -6.413176 4.270491 -1.824380 -0.343 -0.015 -0.706
H -5.761499 1.518984 -1.032022 0.708 0.075 0.310
H -6.644870 2.717963 -0.216419 0.387 0.260 0.532
C 4.404704 3.319045 -0.953419 -0.278 -0.525 -0.288
C 4.180657 4.698631 -1.552995 1.565 0.915 0.399
C 5.426347 5.213435 -2.334907 -1.451 0.310 -0.736
N 5.234937 6.635708 -2.940786 -0.166 -0.837 -0.894
C 4.047201 6.653524 -3.937082 -0.501 0.364 1.264
C 6.501434 6.948812 -3.708299 -0.294 1.756 -0.130
C 6.553055 8.517876 -3.766742 0.323 -1.301 -0.375
C 5.995671 8.905425 -2.430311 -1.969 1.001 0.849
C 5.118931 7.731026 -1.890414 1.150 -0.252 -0.339
H 4.363496 2.511632 -1.686412 -0.279 0.076 -0.280
H 3.612801 3.181655 -0.219072 0.194 -0.155 -0.030
H 5.358198 3.162674 -0.447600 0.059 0.562 0.225
H 4.042449 5.362111 -0.698236 -0.183 0.139 -0.008
H 3.284964 4.738483 -2.171792 0.126 -0.216 -0.067
H 5.566859 4.577735 -3.210022 0.163 -0.042 -0.057
H 6.377115 5.296488 -1.809704 -0.327 -0.235 0.493
H 3.109650 6.501550 -3.402623 0.274 -0.295 0.335
H 4.074233 5.870121 -4.692807 0.593 0.075 0.133
H 3.883553 7.645256 -4.358108 0.742 0.011 -0.185
H 6.442418 6.478644 -4.688571 0.250 -0.185 0.222
H 7.356643 6.649280 -3.103532 -0.109 -0.436 -0.170
H 5.967297 8.927392 -4.589268 -0.097 -0.180 0.028
H 7.575161 8.866956 -3.910614 0.000 -0.136 0.004
H 5.341477 9.772195 -2.531118 0.108 0.152 -0.071
H 6.703188 9.197475 -1.655180 0.290 -0.274 -0.265
H 4.061986 7.880123 -1.676920 0.200 0.300 -0.040
H 5.654606 7.422002 -0.993045 -0.543 -0.651 0.079
N 2.302802 -2.670955 -2.239006 2.291 1.853 3.135
S 2.276669 -4.004621 -2.949564 -1.992 -5.429 -5.665
O 1.904487 -5.183241 -2.143411 1.089 2.049 -1.205
O 3.288861 -4.163865 -4.003228 -2.206 0.227 2.126
F 0.870338 -3.631191 -3.676180 0.891 -0.663 -0.139
S 3.342043 -3.035021 -1.078859 2.185 1.024 3.449
O 4.634036 -3.645890 -1.437096 -2.304 1.775 0.250
O 2.745009 -3.553363 0.124957 -0.128 -0.277 -0.491
F 3.590288 -1.505783 -0.528879 0.481 -0.813 -1.139
N 5.807709 4.064492 2.962131 -2.369 -1.593 2.494
S 4.698001 5.065735 2.549430 0.304 6.522 -4.174
O 4.549148 6.289007 3.324504 -0.331 -2.290 -0.398
O 3.614080 4.621697 1.697720 0.376 -0.374 1.557
F 5.722109 5.628255 1.385322 -0.061 0.477 -0.666
S 4.845957 3.214586 3.984081 2.125 -3.019 3.755
O 4.446109 1.968785 3.391881 -1.030 0.344 -0.386
O 4.046828 3.849500 5.032392 1.417 -0.722 -2.684
F 6.119950 2.610582 4.798683 -0.034 0.466 0.387
N -5.073378 -5.906475 -2.273696 4.178 3.692 1.008
S -6.304812 -6.479213 -1.707474 -10.261 -4.455 -0.583
O -7.471921 -5.604332 -1.426474 3.146 -1.450 0.517
O -6.080367 -7.675765 -0.930715 -0.178 0.720 0.447
F -6.857044 -7.111527 -3.074366 0.359 -0.253 -0.379
S -4.655451 -5.061828 -0.928430 3.811 2.945 1.154
O -4.120026 -5.909231 0.186977 -1.562 2.033 -2.498
O -5.301246 -3.770909 -0.698343 0.670 -3.102 0.041
F -3.278682 -4.529802 -1.607596 0.191 -0.313 0.183
N 0.011752 3.035848 -4.649170 -1.603 1.306 2.655
S 1.371822 3.689689 -4.647035 7.840 3.518 -5.936
O 2.478089 2.985307 -4.069183 -0.605 0.030 1.179
O 1.479516 5.168592 -4.702732 -0.943 -2.873 1.083
F 1.754418 3.356294 -6.225259 -0.936 -0.002 0.548
S -0.401679 3.596693 -3.141033 -2.896 0.042 4.364
O -0.941371 4.931104 -2.988992 1.181 -1.571 -1.044
O 0.372873 3.076560 -1.999592 -0.685 0.829 -2.747
F -1.663215 2.697981 -3.138254 -0.970 -0.789 0.171
N -5.812083 0.052476 2.527316 2.481 -2.508 -1.100
S -7.256524 0.158882 2.111859 -7.397 2.733 -3.375
O -8.305744 -0.343696 2.962793 1.493 -0.086 -0.178
O -7.495544 0.112697 0.658658 0.960 -0.308 2.501
F -7.391304 1.743682 2.387597 0.265 0.447 0.394
S -5.428011 -1.424126 1.778504 0.249 -3.890 -0.483
O -4.373802 -1.283527 0.783594 -1.681 0.365 1.681
O -6.508405 -2.436666 1.589561 3.040 3.763 0.669
F -4.716339 -1.890168 3.118214 0.350 -0.322 -0.225
N -0.824595 -3.777392 3.785201 -0.071 2.835 2.759
S -2.040547 -4.390712 3.145114 -6.379 -5.974 -6.324
O -2.709236 -3.585131 2.119873 0.976 -0.518 2.480
O -2.852398 -5.294329 3.948805 1.415 1.857 -0.569
F -1.311585 -5.436346 2.168730 1.045 -0.053 0.305
S -1.717486 -2.657949 4.674070 1.560 2.327 3.171
O -2.583847 -3.128756 5.733255 1.053 0.339 -1.968
O -2.067087 -1.510643 3.890278 0.264 -0.862 0.666
F -0.414816 -2.194198 5.520356 -0.188 -0.032 -0.469
N -0.968568 3.289370 2.640301 2.053 -1.452 3.569
S -1.077360 4.789905 2.423902 1.273 6.049 -3.346
O 0.107208 5.635344 2.616233 -1.645 -1.801 1.041
O -2.346751 5.372185 2.733749 -0.294 -0.414 0.144
F -1.034205 4.772826 0.814678 -0.841 -0.466 -0.243
S 0.044468 3.301116 4.034423 1.958 -3.153 0.383
O -0.425774 3.939460 5.235707 -0.120 -0.153 -1.579
O 1.468743 3.191439 3.773253 -2.169 0.909 -0.197
F -0.256800 1.718492 4.305072 -0.412 0.295 0.093
N -3.094796 0.051692 -4.676954 -1.013 -0.488 4.283
S -4.292168 -0.552298 -5.433577 -4.433 -1.943 -7.227
O -5.623508 0.037712 -5.295863 2.440 -0.494 0.606
O -4.234431 -1.977844 -5.635916 0.060 1.171 0.438
F -3.818286 -0.006971 -6.877628 0.175 0.336 0.129
S -3.741780 -0.513072 -3.206984 2.052 -0.760 5.605
O -3.818778 -1.949833 -2.968737 -0.052 2.730 -1.236
O -4.673579 0.369243 -2.542755 0.278 -0.658 -1.677
F -2.439374 -0.152823 -2.268803 0.460 0.022 -0.926
```
Positions in Å, forces in eV/Å.

ΔE to the lowest compared entry with this formula, charge and spin in kcal/mol: 0.0
Energy in eV: -362898.8839
2S+1: 1
Orbital gap in eV: 7.031

Mulliken atomic charge list, values in e, 99 entries: -1.26, -0.32, 0.19, -0.92, -0.17, 0.43, -0.32, -0.10, 0.39, 0.38, 0.33, 0.33, 0.37, 0.47, 0.41, 0.52, -0.41, 0.38, 0.18, -0.64, -0.75, 0.31, -0.24, -0.58, 0.18, -0.39, -0.37, 0.45, 0.38, -0.13, 0.39, 0.40, 0.40, 0.43, 0.56, 0.24, 0.32, 0.05, -0.59, -1.02, 1.33, -0.65, -0.34, 1.53, 0.99, -1.07, 0.41, -0.05, 0.28, 0.20, 0.32, 0.21, 0.22, -0.43, -0.01, 0.41, -0.20, -1.15, 0.75, -0.43, 0.51, 0.50, -0.01, -0.35, 0.35, 0.20, 0.40, 0.73, 0.14, -0.16, 1.05, -0.49, -0.54, 0.77, 0.11, 0.52, -0.85, -0.05, -0.37, 0.38, 0.35, 0.45, 0.31, 0.96, 0.12, -0.51, 1.10, 0.33, 0.17, -0.91, 0.59, -0.67, -0.34, 0.35, 0.36, 0.37, -1.55, -0.56, 1.65